A cluster of 3 separate species, C34H74N2O6P in total in a non-equilibrium geometry. Source: the Open Molecules 2025 dataset; level of theory: the ωB97M-V functional and the def2-TZVPD basis.

```
117
Properties=species:S:1:pos:R:3:forces:R:3:mulliken_charge:R:1
C 0.026 -0.835 1.867 -0.50 -0.40 0.95 0.16
C -0.702 -2.132 2.629 1.19 0.44 0.03 -0.28
C 0.568 -3.017 3.256 -1.00 0.32 -0.28 -0.39
C 1.151 -4.125 2.169 -0.06 -0.44 0.59 -0.69
C 2.740 -3.871 1.770 -0.50 -1.13 -0.22 -0.68
C 2.953 -3.093 0.341 0.19 -0.50 -0.40 -0.61
C 4.410 -2.340 0.184 -0.37 -0.50 -1.08 -0.36
C 4.224 -0.726 -0.036 0.55 0.61 -0.31 -0.20
C 4.961 0.220 1.082 -0.72 0.85 -0.01 -0.47
C 4.888 -0.358 2.626 0.69 0.37 0.04 -0.07
C 4.445 0.857 3.658 0.29 -1.09 -1.36 -0.94
C 2.815 1.046 3.529 0.75 1.22 0.21 0.78
C 2.526 2.673 3.384 -0.45 -0.34 0.42 -0.85
C 2.174 3.150 1.850 0.35 0.21 0.79 -0.18
C 0.837 4.127 1.913 0.46 0.71 -1.84 -0.67
C -0.460 3.408 1.189 0.16 -1.06 0.95 -0.33
C -1.810 3.360 2.175 1.16 -0.70 -0.27 -0.57
C -2.453 1.862 1.981 -1.54 0.88 -0.28 -0.33
C -4.062 1.779 2.429 0.30 -0.50 -0.66 -0.34
C -4.747 0.676 1.427 0.83 1.83 -1.27 -0.97
N -5.785 -0.227 2.126 0.84 0.16 1.80 0.27
C -5.054 -1.542 2.385 1.55 -1.34 0.72 -0.85
N -5.613 -2.339 3.548 1.14 -0.74 -1.62 -0.40
C -4.648 -3.532 3.701 1.06 -1.12 0.62 -0.54
P -7.162 -0.356 1.001 -1.25 -1.15 -3.73 -0.26
C -8.148 1.276 0.906 0.34 1.24 1.51 -0.45
C -9.092 1.600 2.206 -0.44 1.51 -0.29 -0.91
C -8.264 -1.878 1.337 -1.31 -1.22 0.30 -0.33
C -9.172 -2.128 -0.045 0.51 1.17 -0.84 -0.84
H 1.155 -1.084 1.622 -2.52 0.42 0.23 -0.64
H 0.053 0.029 2.684 -0.05 -1.61 -2.04 0.03
H -0.596 -0.553 0.915 1.44 -0.20 1.80 0.23
H -1.373 -2.750 1.895 1.43 0.99 1.30 0.22
H -1.402 -1.734 3.488 1.38 -0.73 -1.55 0.17
H 0.185 -3.564 4.219 0.91 0.98 -1.80 0.44
H 1.390 -2.216 3.564 -1.65 -1.85 -0.58 0.09
H 1.040 -5.182 2.709 0.42 2.26 -1.24 0.34
H 0.459 -4.208 1.204 1.54 0.44 1.98 0.26
H 3.210 -4.955 1.636 -0.81 2.38 0.34 0.33
H 3.277 -3.379 2.688 -0.97 -0.72 -1.86 0.26
H 2.885 -3.930 -0.506 0.02 1.77 1.84 0.35
H 2.104 -2.319 0.088 1.58 -1.54 0.73 0.25
H 4.895 -2.774 -0.815 -0.90 0.97 2.27 -0.01
H 5.136 -2.646 1.050 -1.46 0.84 -1.51 0.43
H 4.677 -0.466 -1.102 -1.02 -0.40 2.23 0.19
H 3.086 -0.376 -0.076 2.31 -1.11 0.14 0.16
H 4.357 1.249 1.098 1.29 -2.11 -0.16 -0.02
H 6.065 0.527 0.749 -2.35 -0.97 0.91 0.33
H 5.982 -0.738 2.890 -2.44 0.57 -0.36 0.35
H 4.104 -1.241 2.754 1.74 1.77 -0.44 -0.24
H 4.817 0.542 4.723 -0.88 0.96 -1.91 0.32
H 4.992 1.837 3.253 -1.15 -2.11 1.23 0.30
H 2.419 0.511 2.546 0.84 1.02 2.25 -0.79
H 2.263 0.651 4.503 1.17 0.62 -2.21 0.37
H 3.451 3.304 3.750 -1.85 -1.42 -0.56 0.27
H 1.632 2.918 4.126 1.75 -0.31 -1.74 0.32
H 2.032 2.208 1.147 0.00 1.95 1.44 0.09
H 3.126 3.722 1.422 -2.20 -1.08 0.87 0.34
H 1.103 5.080 1.250 -0.66 -1.87 1.60 0.28
H 0.603 4.507 3.006 0.50 -0.98 -2.28 0.42
H -0.149 2.272 1.026 -0.67 2.35 0.24 0.00
H -0.707 3.842 0.123 0.46 -0.71 2.25 0.31
H -1.459 3.458 3.307 -0.85 0.06 -2.46 0.28
H -2.519 4.242 1.857 1.11 -1.93 0.86 0.30
H -2.437 1.644 0.811 0.18 0.21 2.54 0.33
H -1.915 1.032 2.613 -0.75 1.74 -1.55 -0.14
H -4.611 2.814 2.274 1.17 -2.16 0.56 0.29
H -4.146 1.390 3.534 0.09 0.97 -2.02 0.39
H -5.318 1.209 0.527 1.36 -1.11 2.01 0.47
H -3.895 0.025 0.924 -2.08 1.05 1.21 0.30
H -6.037 0.153 3.078 0.58 -0.31 -0.98 0.52
H -3.949 -1.227 2.709 -2.49 -0.66 -0.63 0.43
H -4.936 -2.144 1.387 -0.54 1.30 1.53 0.34
H -6.529 -2.789 3.329 0.92 0.85 -0.04 0.30
H -4.469 -3.815 4.837 -0.58 0.78 -2.37 0.26
H -5.034 -4.501 3.163 0.64 1.92 0.93 0.29
H -3.578 -3.306 3.253 -2.25 -0.27 0.90 0.12
H -7.339 2.152 0.856 -1.61 -2.01 -0.11 0.27
H -8.710 1.306 -0.122 1.09 -0.41 2.08 0.48
H -8.635 2.521 2.808 -0.93 -2.08 -1.27 0.27
H -9.217 0.719 2.966 0.04 1.59 -1.70 0.27
H -10.128 2.004 1.773 2.11 -1.16 1.31 0.28
H -7.599 -2.866 1.431 -1.30 2.42 0.15 0.24
H -9.025 -1.764 2.220 1.66 -0.41 -1.44 0.38
H -10.324 -2.175 0.173 2.44 -0.15 -0.27 0.28
H -8.779 -3.058 -0.672 -0.98 2.01 1.59 0.27
H -9.012 -1.177 -0.744 -0.43 -2.08 1.30 0.26
C 4.044 -3.019 -3.660 -0.26 0.07 -0.27 -0.36
C 5.496 -2.603 -3.809 -0.33 -0.04 0.61 -0.20
O 5.909 -2.672 -5.180 -0.07 0.93 -0.78 -0.36
C 5.499 -1.647 -5.968 -0.20 -0.15 0.02 0.70
O 4.829 -0.690 -5.613 1.02 -1.38 -0.44 -0.58
O 5.935 -1.885 -7.230 -0.25 0.16 1.25 -0.34
C 5.484 -0.928 -8.187 -0.10 0.36 -0.47 -0.49
H 3.877 -4.004 -4.107 0.13 0.05 0.16 0.36
H 3.757 -3.055 -2.605 0.05 -0.01 -0.12 -0.26
H 3.375 -2.320 -4.173 0.15 0.00 0.14 0.23
H 6.132 -3.299 -3.252 0.07 0.08 -0.39 0.36
H 5.676 -1.602 -3.398 -0.08 -0.09 -0.26 0.25
H 5.720 0.093 -7.871 -0.15 -0.22 0.04 0.18
H 4.408 -1.044 -8.348 0.12 0.15 0.10 0.28
H 5.999 -1.124 -9.131 0.01 -0.19 0.34 0.23
C 4.687 3.152 -6.072 -0.17 0.38 -0.06 -1.19
C 3.635 2.074 -5.870 0.81 -0.26 -0.23 0.18
O 2.567 2.552 -5.044 -1.24 0.69 -0.35 -0.31
C 1.668 3.361 -5.658 0.55 0.09 -0.43 0.68
O 1.690 3.702 -6.830 -0.19 -0.50 1.63 -0.56
O 0.754 3.753 -4.734 0.55 -0.41 -0.54 -0.30
C -0.197 4.695 -5.227 -0.37 0.29 -0.14 -0.65
H 5.031 3.539 -5.108 0.04 -0.20 -0.08 0.33
H 5.544 2.758 -6.624 -0.08 -0.01 0.09 0.33
H 4.281 4.003 -6.628 0.05 -0.18 -0.02 0.34
H 4.085 1.224 -5.347 -0.47 0.41 -0.01 0.14
H 3.252 1.699 -6.826 -0.08 0.21 0.19 0.26
H -0.684 4.330 -6.137 0.25 0.12 0.10 0.29
H 0.292 5.656 -5.409 -0.09 -0.16 -0.14 0.30
H -0.964 4.835 -4.460 0.31 -0.20 0.03 0.20
```
Positions in Å, forces in eV/Å.

Properties
HOMO energy in Ha: -0.4307
Energy in eV: -60993.6627
ΔE to the lowest compared entry with this formula, charge and spin in kcal/mol: 291.3
Molecular weight in g/mol: 637.95
Charge: +1